Record 1
# C17H16BF4N4OPt

C17H16BF4N4OPt as an isolated structure in a non-equilibrium geometry (ωB97M-V/def2-TZVPD, the Open Molecules 2025 dataset).

E_LUMO = -4.43 eV
2S+1 = 1
Orbital gap = 8.32 eV
Total charge = +1
ΔE to the lowest compared entry with this formula, charge and spin = 93.5 kJ/mol
HOMO level = -0.4686 Eh

Last column: Löwdin charge in e.
Atoms and positions in Å:
Pt: 0.09 0.14 0.18  1.29
C: 1.80 -3.85 -0.43  0.01
C: 2.55 -4.00 0.71  -0.01
C: 2.53 -2.97 1.65  0.02
C: 1.78 -1.85 1.40  -0.18
N: 1.03 -1.70 0.26  -0.03
C: 1.05 -2.69 -0.62  -0.04
C: 1.73 -0.70 2.33  -0.16
C: 2.35 -0.61 3.57  0.04
C: 2.18 0.55 4.32  0.00
C: 1.39 1.58 3.83  0.03
C: 0.77 1.43 2.60  -0.17
N: 0.97 0.31 1.89  -0.04
C: -0.08 2.42 1.92  -0.18
C: -0.58 3.55 2.54  0.02
C: -1.33 4.44 1.80  -0.01
C: -1.55 4.18 0.46  0.00
C: -1.05 3.01 -0.09  -0.07
N: -0.33 2.14 0.61  -0.03
H: 1.76 -4.61 -1.20  0.13
H: 3.13 -4.89 0.88  0.13
H: 3.10 -3.05 2.56  0.12
H: 0.43 -2.58 -1.50  0.09
H: 2.96 -1.42 3.93  0.12
H: 2.67 0.65 5.28  0.13
H: 1.26 2.49 4.39  0.12
H: -0.39 3.72 3.59  0.12
H: -1.74 5.33 2.27  0.13
H: -2.12 4.85 -0.16  0.13
H: -1.20 2.78 -1.13  0.10
C: -3.84 0.44 -2.31  0.03
C: -2.42 0.78 -1.95  -0.56
N: -1.68 1.39 -2.88  0.19
O: -1.98 0.51 -0.82  -0.11
H: -4.29 1.19 -2.95  0.09
H: -4.42 0.32 -1.40  0.09
H: -3.82 -0.51 -2.84  0.11
H: -2.01 1.36 -3.83  0.13
H: -0.67 1.29 -2.80  0.10
F: 0.87 -0.11 -2.56  0.04
B: 0.02 -1.05 -3.24  -1.27
F: -0.61 -0.46 -4.31  0.15
F: 0.77 -2.14 -3.63  0.16
F: -0.93 -1.46 -2.25  0.06



Record 2
# C17H16Br2CrF3N3O3Se2

C17H16Br2CrF3N3O3Se2 as an isolated structure (ωB97M-V/def2-TZVPD, the Open Molecules 2025 dataset).

<S²> = 0.76
E_LUMO (alpha / beta) = -4.44 / -4.24 eV
2S+1 = 2
Orbital gap (alpha / beta) = 6.25 / 6.45 eV
Total charge = +1
ΔE to the lowest compared entry with this formula, charge and spin = 11.2 kJ/mol
HOMO level (alpha / beta) = -0.3928 / -0.3928 Eh

Last column: Löwdin charge in e.
Atoms and positions in Å:
Cr: 0.11 0.09 0.02  0.67
Br: 6.73 0.77 0.44  0.86
C: 4.88 0.52 0.36  -0.66
C: 4.36 -0.73 0.08  -0.06
C: 2.98 -0.86 0.01  -0.06
N: 2.15 0.16 0.21  0.02
C: 2.66 1.37 0.52  -0.16
C: 4.03 1.59 0.59  -0.02
C: 1.66 2.40 0.85  -0.16
C: 1.96 3.70 1.20  -0.02
C: 0.91 4.55 1.55  -0.66
Br: 1.28 6.32 2.03  0.86
C: -0.39 4.08 1.55  -0.05
C: -0.61 2.76 1.17  -0.05
N: 0.39 1.95 0.83  0.02
H: 4.99 -1.59 -0.08  0.12
H: 2.52 -1.81 -0.20  0.09
H: 4.43 2.56 0.83  0.11
H: 2.98 4.06 1.21  0.11
H: -1.22 4.71 1.83  0.12
H: -1.60 2.34 1.14  0.14
C: -4.32 -3.07 1.44  -0.40
Se: -3.61 -1.43 0.67  0.94
C: -3.23 -2.16 -1.09  -0.56
C: -1.95 -2.97 -1.21  -0.48
Se: -0.32 -1.94 -1.59  1.07
C: 0.87 -3.44 -1.33  -0.35
H: -5.21 -3.40 0.89  0.03
H: -4.61 -2.84 2.46  0.02
H: -3.57 -3.86 1.46  0.02
H: -3.27 -1.34 -1.80  0.05
H: -4.06 -2.83 -1.34  0.07
H: -2.00 -3.63 -2.08  0.08
H: -1.76 -3.57 -0.33  0.07
H: 0.45 -4.28 -1.89  0.04
H: 0.94 -3.70 -0.28  0.04
H: 1.84 -3.20 -1.75  0.03
O: -0.38 -1.19 3.93  0.18
C: -0.29 -0.96 2.79  -0.41
N: -0.20 -0.75 1.61  0.00
F: -1.06 2.04 -3.96  0.19
C: -1.81 1.97 -2.87  -0.55
F: -2.96 1.37 -3.16  0.19
F: -2.07 3.21 -2.43  0.18
C: -1.08 1.21 -1.74  -0.55
O: 0.17 1.14 -1.74  -0.04
O: -1.74 0.68 -0.82  -0.08



Record 3
# C17H16BrNO2

An isolated molecule of C17H16BrNO2 in a non-equilibrium geometry (ωB97M-V/def2-TZVPD, the Open Molecules 2025 dataset).

SMILES = COc1cccc(N/C(C)=C/C(=O)c2ccc(Br)cc2)c1
E_LUMO = -0.12 eV
2S+1 = 1
Orbital gap = 7.77 eV
ΔE to the lowest compared entry with this formula, charge and spin = 1393.3 kJ/mol
HOMO level = -0.2901 Eh

Last column: Löwdin charge in e.
Atoms and positions in Å:
C: -4.98 -3.46 0.68  0.04
O: -4.41 -2.06 0.84  -0.02
C: -3.46 -1.71 0.13  -0.50
C: -2.89 -2.36 -0.93  0.03
C: -1.81 -1.75 -1.63  -0.02
C: -1.47 -0.62 -1.03  -0.08
C: -2.09 0.12 -0.13  -0.40
N: -1.68 1.34 0.05  0.11
C: -0.46 2.20 0.23  -0.19
C: -0.47 3.56 0.44  -0.03
C: 0.68 1.40 -0.01  0.01
C: 1.92 1.99 0.22  -0.49
O: 2.25 3.07 0.09  0.14
C: 3.11 1.02 0.20  -0.10
C: 4.40 1.53 -0.65  0.08
C: 5.37 0.64 -0.48  -0.25
C: 5.31 -0.60 0.02  -0.52
Br: 6.95 -1.74 0.09  0.62
C: 4.11 -0.86 0.99  -0.01
C: 3.12 -0.01 0.89  -0.16
C: -3.08 -0.57 0.32  -0.03
H: -4.11 -4.22 0.79  0.14
H: -5.34 -3.35 -0.40  0.12
H: -5.85 -3.61 1.10  0.01
H: -3.08 -3.43 -1.12  0.11
H: -1.34 -2.11 -2.27  0.00
H: -0.69 0.08 -1.85  0.21
H: -2.49 1.94 0.51  0.18
H: -0.13 4.18 -0.59  0.20
H: 0.14 3.88 1.03  -0.01
H: -1.48 4.00 0.60  0.11
H: 0.57 0.30 0.17  0.11
H: 4.35 2.52 -1.15  0.12
H: 6.30 0.67 -1.15  0.12
H: 4.22 -1.71 1.16  -0.04
H: 2.20 -0.35 1.59  0.19
H: -3.68 0.07 1.25  0.22



Record 4
# C17H16Cl2O4Pd

C17H16Cl2O4Pd as an isolated structure in a non-equilibrium geometry (ωB97M-V/def2-TZVPD, the Open Molecules 2025 dataset).

E_LUMO (alpha / beta) = -1.90 / -1.91 eV
2S+1 = 1
Orbital gap (alpha / beta) = 6.62 / 6.61 eV
HOMO level (alpha / beta) = -0.3131 / -0.3131 Eh

Last column: Löwdin charge in e.
Atoms and positions in Å:
Pd: -0.10 -0.02 -0.18  0.62
O: 0.19 -0.09 2.28  -0.09
C: 0.17 1.26 2.77  -0.31
C: 0.37 2.27 1.51  -0.62
O: 0.04 3.41 1.70  0.07
O: 0.94 1.76 0.51  -0.11
C: 1.43 1.52 3.58  -0.12
C: 1.71 2.77 4.13  -0.02
C: 2.86 2.97 4.87  -0.07
C: 3.77 1.94 5.04  -0.09
C: 3.54 0.72 4.43  -0.08
C: 2.38 0.51 3.70  -0.03
C: -1.14 1.55 3.47  -0.12
C: -2.14 0.57 3.49  -0.04
C: -3.32 0.78 4.18  -0.09
C: -3.55 1.97 4.84  -0.09
C: -2.61 2.98 4.75  -0.07
C: -1.43 2.78 4.06  -0.02
H: 0.13 -0.68 3.03  0.11
H: 1.06 3.60 3.94  0.10
H: 3.05 3.95 5.29  0.10
H: 4.66 2.10 5.63  0.10
H: 4.27 -0.07 4.51  0.10
H: 2.25 -0.44 3.21  0.10
H: -2.01 -0.36 2.96  0.11
H: -4.07 0.00 4.19  0.10
H: -4.45 2.12 5.41  0.10
H: -2.79 3.94 5.21  0.11
H: -0.75 3.60 3.96  0.09
Cl: 4.30 -1.43 0.73  0.53
C: 3.34 -0.22 -0.12  -0.95
Cl: 1.97 -1.00 -0.95  0.57
H: 3.96 0.25 -0.88  0.04
H: 2.93 0.50 0.60  0.01
C: -2.96 0.98 -0.33  -0.02
C: -2.10 -0.26 -0.44  -0.35
O: -2.52 -1.38 -0.59  0.09
H: -4.02 0.73 -0.36  0.09
H: -2.71 1.66 -1.15  0.09
H: -2.73 1.51 0.60  0.08



Record 5
# C17H16F2N2O6

An isolated molecule of C17H16F2N2O6 in a non-equilibrium geometry (ωB97M-V/def2-TZVPD, the Open Molecules 2025 dataset).

SMILES = COc1cc(C(=O)OCC(=O)NC(=O)c2cccn2C)ccc1OC(F)F
E_LUMO = 0.44 eV
2S+1 = 1
Orbital gap = 9.18 eV
HOMO level = -0.3212 Eh

Last column: Löwdin charge in e.
Atoms and positions in Å:
C: -4.88 -3.43 -0.19  -0.07
O: -5.46 -2.15 -0.04  -0.05
C: -4.64 -1.07 -0.04  -0.19
C: -3.27 -1.11 -0.21  0.07
C: -2.52 0.06 -0.20  -0.11
C: -1.05 -0.06 -0.40  -0.44
O: -0.48 -1.11 -0.57  0.13
O: -0.43 1.13 -0.40  0.01
C: 0.98 1.07 -0.46  -0.08
C: 1.52 0.54 0.86  -0.40
O: 0.81 0.31 1.81  0.13
N: 2.88 0.32 0.94  0.19
C: 3.86 0.57 -0.02  -0.37
O: 3.61 1.09 -1.09  0.08
C: 5.18 0.14 0.40  -0.16
C: 5.61 -0.47 1.58  -0.03
C: 6.99 -0.66 1.47  -0.07
C: 7.37 -0.17 0.24  -0.08
N: 6.29 0.31 -0.40  -0.10
C: 6.31 0.89 -1.71  -0.01
C: -3.14 1.29 0.00  0.00
C: -4.51 1.34 0.18  0.01
C: -5.26 0.18 0.15  -0.14
O: -6.63 0.15 0.33  0.10
C: -7.34 1.26 0.07  -0.48
F: -8.62 0.90 -0.12  0.11
F: -7.35 2.13 1.11  0.09
H: -5.71 -4.13 -0.13  0.10
H: -4.38 -3.53 -1.15  0.10
H: -4.17 -3.64 0.62  0.10
H: -2.74 -2.04 -0.37  0.12
H: 1.34 2.08 -0.64  0.15
H: 1.31 0.41 -1.27  0.14
H: 3.17 -0.07 1.82  0.14
H: 5.01 -0.74 2.42  0.10
H: 7.63 -1.11 2.20  0.10
H: 8.34 -0.14 -0.21  0.12
H: 5.66 0.34 -2.39  0.10
H: 5.94 1.92 -1.67  0.10
H: 7.33 0.89 -2.09  0.09
H: -2.55 2.19 0.02  0.12
H: -4.98 2.29 0.36  0.12
H: -7.00 1.82 -0.83  0.18